# 1
Here is 2 unconnected molecules or ions with the total composition H5P3 from the Open Molecules 2025 dataset. Energies are from the ωB97M-V functional and the def2-TZVPD basis.

## Properties
**2S+1**: 3
**Expectation value of S²**: 2.0043
**Energy relative to the best compared isomer or geometry (same formula, charge and spin)**: 19.72 kcal per mole
**DFT total energy**: -1026.85227 hartree

The geometry in XYZ format:
```
8
Properties=species:S:1:pos:R:3:forces:R:3
H 0.944 2.082 0.398 2.6 1.2 -0.5
H -1.385 -0.448 -0.833 0.3 -1.0 0.8
P -0.196 1.649 0.886 -2.0 0.2 1.7
H -0.145 -2.182 -0.452 0.0 -0.3 -0.4
H 1.884 -0.837 -0.952 0.3 -0.2 -0.5
H -0.584 1.463 -0.398 -0.9 -0.1 -1.4
P 0.558 -0.316 1.093 0.4 -0.5 1.1
P -1.075 -1.411 0.258 -0.6 0.7 -0.8
```
Forces are in eV/Å.

***

# 2
Here is 2 unconnected molecules or ions with the total composition C6H13NO from the Open Molecules 2025 dataset. Energies are from the ωB97M-V functional and the def2-TZVPD basis.

## Properties
**Structure (SMILES)**: C=C/C=C/CNC.O
**Energy relative to the best compared isomer or geometry (same formula, charge and spin)**: 71.78 kcal per mole
**DFT total energy**: -366.31952 hartree

The geometry in XYZ format:
```
21
Properties=species:S:1:pos:R:3:forces:R:3
H 0.608 -3.743 -0.582 0.2 -0.1 -0.2
H 0.369 2.667 -3.043 -0.6 -0.3 0.4
H 1.228 1.719 -2.079 -0.7 -0.5 0.7
H 0.957 -1.151 -1.621 0.3 0.4 0.1
H 0.810 0.858 1.699 -0.3 -1.4 -0.3
O 1.226 2.380 -2.751 1.4 0.9 -0.9
N 1.235 -1.657 -0.793 -1.2 -1.1 0.0
C 0.201 -2.742 -0.637 -1.0 1.8 0.9
H 2.416 -0.240 0.149 -0.5 0.1 0.0
C -1.667 1.562 0.901 1.0 -0.5 -1.2
C -1.956 1.492 2.184 -0.7 1.0 -0.1
H -2.142 2.188 0.108 0.1 -0.3 1.2
H -1.060 0.258 -0.625 0.4 -0.5 0.1
H -0.564 -2.619 -1.425 0.6 -0.5 -0.1
H -2.681 2.151 2.591 -0.6 0.5 0.5
C 0.433 0.159 0.892 0.8 2.3 -0.2
H 1.726 -1.358 1.232 0.2 -0.7 -0.2
H -1.490 0.813 2.856 0.4 -0.5 0.2
C 1.470 -0.788 0.337 0.5 0.1 0.7
H -0.439 -2.565 0.269 0.8 -0.2 -0.4
C -0.681 0.615 0.339 -1.1 -0.4 -1.1
```
Forces are in eV/Å.